# 1
Density functional theory data (ωB97M-V with the def2-TZVPD basis set) for C7H6ClFINO in the gas phase in a non-equilibrium geometry.

Computed properties:
Net charge = 0
Relative energy (zero: lowest compared OMol25 entry of this formula, charge and spin) = 150.2 kJ/mol
F_max = 0.0938 Eh/bohr
Molecular weight = 301.49 g mol⁻¹
E_HOMO = -0.3219 Eh
SMILES = ON1/C(=C2\C=CC[C@]2(F)I)[C@H]1Cl

```
18
C7H6ClFINO, DFT ωB97M-V with the def2-TZVPD basis set
O 2.41 -1.94 -1.19
N 1.04 -1.86 -1.45
C 0.33 -0.66 -1.20
C -0.23 0.00 -0.13
C 0.07 -0.53 1.21
C -0.37 0.17 2.28
C -0.96 1.42 1.87
C -1.27 1.35 0.46
F -1.10 2.51 -0.23
I -3.33 0.72 0.02
C 0.64 -1.00 -2.58
Cl 1.94 -0.18 -3.36
H 2.80 -1.06 -1.37
H 0.65 -1.52 1.19
H -0.35 -0.03 3.27
H -1.76 1.68 2.54
H -0.40 2.34 2.03
H -0.12 -1.41 -3.34
```

Atomic partial charges in e from the Löwdin method, atoms 1 to 2: -0.058 -0.086

# 2
Density functional theory data (ωB97M-V with the def2-TZVPD basis set) for C3H2FNOS in the gas phase in a non-equilibrium geometry.

Computed properties:
Net charge = 0
Relative energy (zero: lowest compared OMol25 entry of this formula, charge and spin) = 237.7 kJ/mol
F_max = 0.0920 Eh/bohr
Molecular weight = 119.12 g mol⁻¹
E_HOMO = -0.3871 Eh

```
9
C3H2FNOS, DFT ωB97M-V with the def2-TZVPD basis set
C 0.28 1.00 -0.63
C 0.39 0.35 0.63
C -0.51 -0.09 -2.75
N 0.01 0.35 -1.79
O 0.34 -1.84 2.19
F -1.64 -1.20 0.60
S -0.01 -1.55 0.82
H 0.50 2.10 -0.69
H 0.65 0.86 1.61
```

Atomic partial charges in e from the Löwdin method, atoms 1 to 2: -0.211 -0.146

# 3
Density functional theory data (ωB97M-V with the def2-TZVPD basis set) for a molecular structure, C40H48AsF6N3OPSbV.

Computed properties:
Net charge = +1
F_max = 0.0094 Eh/bohr
Molecular weight = 979.43 g mol⁻¹
E_HOMO = -0.3579 Eh

```
102
C40H48AsF6N3OPSbV, DFT ωB97M-V with the def2-TZVPD basis set
V -0.03 0.80 -0.87
C -5.40 2.97 -0.44
C -5.07 2.56 0.85
C -3.74 2.43 1.21
C -2.74 2.71 0.29
C -3.07 3.11 -1.01
C -4.40 3.24 -1.36
P -1.00 2.53 0.70
C -0.45 4.15 1.27
C 0.63 4.27 2.15
C 1.03 5.52 2.59
C 0.37 6.66 2.16
C -0.71 6.55 1.29
C -1.12 5.30 0.85
C -0.75 1.22 1.87
C -1.05 0.98 3.21
C -0.70 -0.25 3.73
C -0.07 -1.22 2.95
C 0.24 -0.99 1.61
C -0.11 0.25 1.10
H -6.44 3.07 -0.72
H -5.85 2.34 1.56
H -3.49 2.10 2.21
H -2.29 3.29 -1.74
H -4.66 3.54 -2.37
H 1.14 3.39 2.51
H 1.86 5.60 3.28
H 0.68 7.63 2.51
H -1.24 7.43 0.97
H -1.97 5.23 0.18
H -1.53 1.73 3.82
H -0.91 -0.47 4.77
H 0.18 -2.18 3.39
H 0.71 -1.75 1.00
C -1.46 -6.25 -0.42
C -0.36 -6.03 -1.46
C -0.70 -6.69 -2.79
Sb 0.18 -3.92 -1.49
C -1.73 -2.96 -1.88
C -2.62 -3.63 -2.92
C -2.49 -2.71 -0.58
C 0.98 -3.80 -3.52
C 0.68 -2.47 -4.20
C 2.48 -4.08 -3.47
H -1.62 -7.32 -0.25
H -2.41 -5.83 -0.76
H -1.22 -5.80 0.54
H 0.56 -6.50 -1.07
H -1.57 -6.24 -3.26
H -0.92 -7.75 -2.63
H 0.13 -6.64 -3.49
H -1.40 -1.99 -2.27
H -3.02 -4.58 -2.56
H -2.09 -3.83 -3.86
H -3.48 -2.99 -3.16
H -2.82 -3.65 -0.12
H -3.38 -2.10 -0.76
H -1.88 -2.18 0.16
H 0.49 -4.60 -4.08
H 1.11 -1.63 -3.65
H -0.39 -2.30 -4.32
H 1.13 -2.46 -5.20
H 3.00 -3.31 -2.90
H 2.90 -4.08 -4.48
H 2.71 -5.04 -3.02
F 0.72 -0.67 -1.37
As -1.87 0.53 -4.43
F -3.28 -0.44 -4.55
F -1.84 0.99 -6.09
F 0.15 2.10 -2.03
F -2.70 1.95 -3.89
F -1.69 0.41 -1.13
C 10.98 2.94 -4.20
C 9.56 2.48 -4.34
C 8.49 3.35 -4.14
C 7.18 2.93 -4.30
C 6.91 1.61 -4.62
N 5.57 1.16 -4.79
C 4.56 1.15 -3.87
O 3.44 0.75 -4.13
N 4.94 1.58 -2.60
C 4.14 1.58 -1.47
C 4.72 1.82 -0.22
C 3.94 1.80 0.91
C 2.59 1.53 0.80
N 2.02 1.33 -0.39
C 2.76 1.35 -1.50
C 7.96 0.72 -4.82
C 9.26 1.16 -4.69
H 11.04 3.94 -3.78
H 11.48 2.95 -5.17
H 11.55 2.26 -3.56
H 8.69 4.38 -3.89
H 6.36 3.64 -4.20
H 5.31 0.72 -5.66
H 5.91 1.81 -2.47
H 5.78 2.00 -0.15
H 4.37 1.97 1.89
H 1.95 1.44 1.67
H 2.28 1.19 -2.45
H 7.75 -0.31 -5.07
H 10.08 0.46 -4.85
```

Atomic partial charges in e from the Löwdin method, atoms 1 to 2: 1.012 -0.054

# 4
Density functional theory data (ωB97M-V with the def2-TZVPD basis set) for a molecular structure, C4H13N3O in a non-equilibrium geometry.

Computed properties:
Net charge = 0
Relative energy (zero: lowest compared OMol25 entry of this formula, charge and spin) = 660.9 kJ/mol
F_max = 0.1714 Eh/bohr
Molecular weight = 119.17 g mol⁻¹
E_HOMO = -0.2677 Eh

```
21
C4H13N3O, DFT ωB97M-V with the def2-TZVPD basis set
C 2.67 1.02 -0.87
C 1.54 -0.73 0.22
O 1.60 0.62 -0.04
N 1.97 -1.59 -0.67
H 1.97 -2.55 -0.32
H 1.28 -0.66 1.66
H 2.70 2.11 -0.92
H 2.53 0.65 -1.89
H 3.65 0.69 -0.51
C -1.51 1.45 0.12
C -2.74 -0.61 0.12
N -1.83 0.24 0.85
N 0.36 -1.11 0.87
H -0.82 -0.35 1.19
H -0.02 -2.02 0.62
H -1.05 1.26 -0.86
H -0.88 2.09 0.74
H -2.43 2.01 -0.07
H -2.94 -1.52 0.70
H -2.36 -0.90 -0.87
H -3.69 -0.10 -0.02
```

Atomic partial charges in e from the Löwdin method, atoms 1 to 2: -0.081 -0.603